Formula: C3H4N4
Source: OMol25
Level of theory: ωB97M-V/def2-TZVPD

Each line ends with the Mulliken charge.
Atoms and positions in Å:
C: 1.125 -0.958 1.279  -0.7612
C: 0.217 -0.190 0.302  0.5369
C: -1.208 1.063 -1.424  0.1455
H: 2.124 -1.062 0.739  0.2657
H: 0.674 -1.879 1.528  0.2435
H: 1.166 -0.337 2.140  0.2984
H: -1.780 1.768 -2.143  0.3529
N: -0.976 0.431 0.685  -0.2288
N: -1.689 1.083 -0.202  -0.3218
N: -0.190 0.352 -1.901  -0.3943
N: 0.538 -0.272 -1.003  -0.1369

The SMILES is Cc1nncnn1. The value obtained for the energy is -9133.4900 eV.

=====

Formula: C3H4N4
Source: OMol25
Level of theory: ωB97M-V/def2-TZVPD

Each line ends with the Mulliken charge.
Atoms and positions in Å:
C: 0.026 1.697 0.470  -0.3607
C: 0.302 0.617 1.449  -0.0176
C: -0.077 1.073 -0.713  -0.4347
N: 0.401 -0.491 0.815  -0.7808
N: -0.073 -2.789 -0.658  -0.2574
N: -0.260 -1.176 -1.290  -0.5936
N: 0.125 -0.318 -0.447  1.1022
H: -0.049 2.712 0.849  0.3528
H: 0.444 0.802 2.538  0.3629
H: -0.250 1.305 -1.778  0.4061
H: -0.589 -3.432 -1.234  0.2208

The SMILES is [H]/N=N/n1cccn1. The value obtained for the energy is -9129.7081 eV.

=====

Formula: C3H4N4
Source: OMol25
Level of theory: ωB97M-V/def2-TZVPD

Each line ends with the Mulliken charge.
Atoms and positions in Å:
C: 0.033 0.306 -0.739  0.3533
C: 0.425 -0.977 -0.603  0.0422
C: 0.550 -1.350 0.585  -0.2633
H: 0.107 2.031 -1.732  0.3493
H: 1.394 1.143 -2.070  0.3225
H: 0.642 -1.504 -1.644  0.2944
H: 0.736 -2.502 0.979  0.2843
N: -0.033 0.983 -1.946  -0.6935
N: -0.032 -0.660 1.524  -0.0954
N: -0.592 0.467 1.473  -0.4322
N: -0.617 1.061 0.236  -0.1615

The value obtained for the energy is -9130.4101 eV.

=====

Formula: C3H4N4O
Source: OMol25
Level of theory: ωB97M-V/def2-TZVPD

Each line ends with the Mulliken charge.
Atoms and positions in Å:
C: 1.205 -0.912 1.795  0.2284
C: -0.010 0.320 -0.078  -0.0394
C: -0.249 -0.059 -1.342  -0.2542
H: 0.253 -1.526 1.901  0.2832
H: 1.775 0.735 0.686  0.2715
H: 0.352 -0.534 -2.084  0.3999
H: -2.088 0.079 -2.308  0.2822
N: 1.024 0.030 0.764  -0.1522
N: -1.514 0.514 -1.555  0.2226
N: -1.954 1.186 -0.534  -0.6138
N: -1.065 1.063 0.373  -0.0826
O: 2.269 -0.894 2.382  -0.5456

The SMILES is O=CNc1c[nH]nn1. The value obtained for the energy is -11182.1507 eV.

=====

Formula: C3H4N4O
Source: OMol25
Level of theory: ωB97M-V/def2-TZVPD

Each line ends with the Mulliken charge.
Atoms and positions in Å:
C: -2.380 -0.298 -1.064  -0.5356
C: -0.540 0.188 0.205  0.6614
C: 1.453 -0.037 1.287  0.2067
H: -1.365 -1.257 -1.416  0.2252
H: -2.243 0.585 -1.752  0.2478
H: -3.480 -0.899 -1.024  0.2533
H: 1.862 -0.240 2.273  0.3903
N: -1.819 0.260 0.353  -0.4855
N: 0.150 0.048 -1.057  0.0022
N: 1.417 -0.078 -1.052  -0.4661
N: 2.083 -0.007 0.082  -0.2383
O: 0.151 0.140 1.384  -0.2615

The value obtained for the energy is -11177.4449 eV.

=====

Formula: C3H4N4O
Source: OMol25
Level of theory: ωB97M-V/def2-TZVPD

Each line ends with the Mulliken charge.
Atoms and positions in Å:
C: -0.586 -0.007 -0.923  0.5952
C: -1.626 -0.314 -0.094  -0.3545
C: 0.851 -0.065 0.960  0.4665
H: -0.128 0.523 -2.672  0.3242
H: -2.515 -0.686 -0.562  0.3636
H: 2.067 0.224 2.353  0.2653
H: 1.450 0.983 -0.675  0.3731
N: -1.331 -0.716 1.126  -0.2546
N: -0.139 -0.590 1.688  -0.3840
N: 2.106 0.226 1.325  -0.7631
N: 0.683 0.189 -0.363  -0.2253
O: -0.832 0.233 -2.163  -0.4063

The SMILES is [H]/N=c1\nncc(O)[nH]1. The value obtained for the energy is -11180.7797 eV.

=====

Formula: C3H4N4O
Source: OMol25
Level of theory: ωB97M-V/def2-TZVPD

Each line ends with the Mulliken charge.
Atoms and positions in Å:
C: 0.475 0.485 -2.176  -0.3864
C: -0.984 0.262 2.043  0.0149
C: 0.225 -0.616 0.342  0.4828
H: 1.077 -0.627 -1.843  0.3833
H: 0.663 1.097 -2.998  0.3447
H: -1.650 0.728 2.732  0.3630
H: 0.965 -2.389 0.415  0.3246
N: -0.211 1.302 -1.281  -0.4640
N: -0.304 0.640 0.149  0.4957
N: -0.449 -0.864 1.783  -0.4951
N: 1.155 -1.269 -0.264  -0.6697
O: -0.962 1.252 1.096  -0.3937

The value obtained for the energy is -11176.1582 eV.

=====

Formula: C3H4N4O2
Source: OMol25
Level of theory: ωB97M-V/def2-TZVPD

Each line ends with the Mulliken charge.
Atoms and positions in Å:
C: 0.007 1.211 -0.149  0.3656
C: -0.350 -1.276 0.765  0.4116
C: 0.623 0.032 -0.967  0.5198
H: 0.310 3.269 0.060  0.3174
H: 0.919 2.417 -1.402  0.3223
H: -1.367 -0.451 2.174  0.2764
H: 0.985 -2.069 -0.523  0.2800
N: 0.098 2.448 -0.717  -0.5464
N: -0.615 1.029 1.001  -0.7147
N: -0.687 -0.256 1.479  0.1424
N: 0.569 -1.152 -0.243  -0.1140
O: -0.783 -2.425 0.998  -0.6679
O: 1.023 0.243 -2.105  -0.5925

The SMILES is Nc1n[nH]c(=O)[nH]c1=O. The value obtained for the energy is -13230.8054 eV.

=====

Copy entry 7 word for word.
Formula: C3H4N4O
Source: OMol25
Level of theory: ωB97M-V/def2-TZVPD

Each line ends with the Mulliken charge.
Atoms and positions in Å:
C: 0.475 0.485 -2.176  -0.3864
C: -0.984 0.262 2.043  0.0149
C: 0.225 -0.616 0.342  0.4828
H: 1.077 -0.627 -1.843  0.3833
H: 0.663 1.097 -2.998  0.3447
H: -1.650 0.728 2.732  0.3630
H: 0.965 -2.389 0.415  0.3246
N: -0.211 1.302 -1.281  -0.4640
N: -0.304 0.640 0.149  0.4957
N: -0.449 -0.864 1.783  -0.4951
N: 1.155 -1.269 -0.264  -0.6697
O: -0.962 1.252 1.096  -0.3937

The value obtained for the energy is -11176.1582 eV.